Here is a structure of composition C35H77BaF5N12O2S3SbTe from the OMol25 dataset. Energies are from wB97M-V/def2-TZVPD.

- total charge = +1
- LUMO (eV) = -2.03
- orbital gap (Eh) = 0.3068
- E_tot (eV) = -120135.3886

```
137
Properties=species:S:1:pos:R:3:forces:R:3
Ba 0.3551 -0.3778 -0.0558 0.1 0.2 0.3
C -1.4023 4.6819 -2.5844 0.0 0.0 0.0
N -0.8749 3.9635 -1.4360 0.0 -0.1 -0.1
C -1.8286 3.1786 -0.6789 0.0 0.0 0.0
C 0.4653 3.8512 -1.1946 -0.1 0.1 0.2
N 0.9482 2.8257 -0.5569 0.0 0.0 0.0
C 2.2018 3.0960 0.1495 0.0 0.0 0.0
C 2.8362 1.8906 0.8183 0.0 -0.1 0.0
N 2.0484 1.1573 1.8148 0.1 -0.1 -0.1
C 1.3549 2.0131 2.7876 0.0 0.0 0.0
C -0.1311 2.0934 2.4745 0.0 0.0 0.0
N -0.7297 0.7666 2.5436 0.0 0.0 -0.1
C -1.6330 0.5359 3.4328 0.0 0.0 0.0
N -2.2460 -0.6852 3.4744 -0.1 0.0 -0.1
C -2.9505 -1.1720 4.6457 0.0 0.0 0.0
C -1.8661 -1.6861 2.4957 0.1 0.0 0.0
N -2.0489 1.5088 4.3700 0.0 0.0 0.0
C -1.3820 1.5553 5.6523 0.0 0.0 0.0
C -3.4130 1.9874 4.3182 0.0 0.0 0.0
C 2.9423 0.2014 2.4848 0.0 0.0 0.0
C 2.1784 -0.8916 3.2064 0.0 0.0 0.0
N 1.7359 -1.8902 2.2431 -0.1 0.0 -0.1
C 1.6201 -3.1110 2.6678 0.2 0.0 0.0
N 1.4880 -3.4664 3.9974 -0.1 0.0 0.0
C 0.5967 -2.7765 4.9050 0.0 0.0 0.0
C 2.0640 -4.6848 4.5340 0.0 0.0 0.0
N 1.7334 -4.1678 1.8053 -0.1 0.1 0.0
C 0.7919 -5.2739 1.8415 0.1 0.0 0.0
C 2.4576 -4.0208 0.5637 0.0 0.0 0.1
N 1.2159 4.9514 -1.5892 0.0 0.0 -0.1
C 0.7640 6.3105 -1.3761 0.0 0.0 0.0
C 2.3965 4.8061 -2.4120 0.0 0.0 0.0
H -2.0351 4.0268 -3.1843 0.0 0.0 0.0
H -0.5935 5.0322 -3.2172 0.0 0.0 0.0
H -2.0015 5.5422 -2.2737 0.0 0.0 0.0
H -2.8128 3.6380 -0.7840 0.0 0.0 0.0
H -1.5671 3.1783 0.3768 0.0 0.0 -0.1
H -1.8921 2.1442 -1.0161 0.0 0.0 0.0
H 2.0353 3.8875 0.8897 0.0 0.0 0.0
H 2.9900 3.4815 -0.5030 0.0 0.1 0.0
H 3.7822 2.2405 1.2668 0.0 0.0 0.0
H 3.1157 1.1650 0.0443 0.0 0.0 0.1
H 1.7937 3.0165 2.8164 0.0 0.0 0.0
H 1.4898 1.5954 3.7866 0.0 0.0 0.0
H -0.2131 2.4539 1.4485 0.0 0.0 0.1
H -0.6216 2.8149 3.1322 0.0 0.0 0.0
H -3.2997 -0.3525 5.2613 0.0 0.0 0.0
H -2.3152 -1.8179 5.2614 0.0 0.0 0.0
H -3.8184 -1.7529 4.3322 0.0 0.0 0.0
H -2.0580 -1.3289 1.4902 -0.1 0.1 -0.1
H -2.4571 -2.5865 2.6517 0.0 0.0 0.0
H -0.8062 -1.9422 2.5526 0.0 0.0 0.0
H -0.3528 1.2106 5.5429 0.0 0.0 0.0
H -1.8685 0.9397 6.4219 0.0 0.0 0.0
H -1.3533 2.5846 6.0180 0.0 0.0 0.0
H -3.7926 1.8957 3.3009 0.0 0.0 0.0
H -3.4376 3.0444 4.5947 0.0 0.0 0.0
H -4.1017 1.4562 4.9895 0.0 0.0 0.0
H 3.6160 0.7333 3.1738 0.0 0.0 0.0
H 3.5658 -0.2709 1.7233 0.0 0.0 0.0
H 1.3317 -0.4366 3.7285 0.0 0.0 0.0
H 2.8209 -1.3398 3.9733 0.0 0.0 0.0
H 0.1029 -1.9485 4.4077 0.0 0.0 0.0
H 1.1350 -2.3898 5.7757 0.0 0.0 0.0
H -0.1756 -3.4662 5.2642 0.0 0.0 0.0
H 2.7885 -5.0933 3.8356 0.0 0.0 0.0
H 1.3057 -5.4473 4.7408 0.0 0.0 0.0
H 2.5730 -4.4556 5.4733 0.0 0.0 0.0
H 1.3177 -6.2316 1.8160 0.0 0.0 0.0
H 0.1183 -5.2181 0.9834 0.0 0.0 0.0
H 0.1927 -5.2304 2.7471 0.0 0.0 0.0
H 3.1477 -3.1830 0.6517 0.0 0.0 0.0
H 1.7844 -3.8433 -0.2781 0.0 0.0 0.0
H 3.0231 -4.9392 0.3768 0.0 0.0 0.0
H -0.1028 6.3172 -0.7193 0.0 0.0 0.0
H 0.4986 6.8162 -2.3112 0.0 0.0 0.0
H 1.5593 6.8888 -0.8987 0.0 0.0 0.0
H 2.2691 5.3668 -3.3449 0.0 0.0 0.0
H 2.5469 3.7604 -2.6715 0.0 0.0 0.0
H 3.2944 5.1892 -1.9145 0.0 0.0 0.0
C 4.7777 1.5438 -1.9092 0.1 0.0 0.0
C 5.6951 0.4213 -1.3962 0.0 0.0 0.0
S 4.9305 -0.9914 -0.5464 0.0 0.0 0.0
C 5.1978 -2.3512 -1.7252 0.0 0.0 0.0
C 3.9530 -3.0837 -2.2609 0.1 0.0 0.0
S 2.4033 -2.1855 -2.4495 -0.1 -0.1 -0.1
C 2.6853 -1.2560 -3.9651 0.0 0.0 0.0
C 3.6970 -0.1237 -3.8724 0.0 0.0 0.0
S 3.1835 1.0783 -2.6198 0.0 0.0 0.0
H 5.3371 2.1328 -2.6388 0.0 0.0 0.0
H 4.5228 2.2219 -1.0933 0.1 -0.1 -0.1
H 6.3939 0.8667 -0.6875 0.0 0.0 0.0
H 6.3054 0.0254 -2.2067 0.0 0.0 0.0
H 5.8242 -3.0865 -1.2200 0.0 0.0 0.0
H 5.7924 -1.9571 -2.5474 0.0 0.0 0.0
H 3.7009 -3.9115 -1.6019 0.0 0.0 0.0
H 4.1941 -3.5289 -3.2286 0.0 0.0 0.0
H 1.7016 -0.8557 -4.2115 0.0 0.0 0.0
H 2.9582 -1.9464 -4.7660 0.0 0.0 0.0
H 3.7907 0.3644 -4.8439 0.0 0.0 0.0
H 4.6769 -0.5101 -3.6021 0.0 0.0 0.0
F -0.5695 -4.2340 -2.6838 0.0 0.1 0.1
Te -1.6231 -3.3886 -1.4047 0.5 0.2 0.1
F -2.0372 -5.1274 -0.8976 -0.1 0.1 0.0
F -1.0692 -1.7828 -2.3056 -0.5 0.1 0.0
F -2.9836 -3.3202 -2.6679 0.0 -0.3 -0.1
F -3.0624 -2.9065 -0.2739 0.0 0.2 -0.1
O -0.4312 -2.9082 -0.1502 -0.1 -0.5 0.0
N -2.5639 -0.0188 -0.5138 0.1 0.0 0.1
C -3.6868 -0.2443 -0.6932 0.0 0.0 0.0
N -4.9561 -0.4951 -0.8819 0.0 0.0 0.1
C -5.7166 -1.3579 0.0320 0.0 0.0 -0.1
C -6.3147 -2.5016 -0.7684 0.0 0.0 0.0
O -7.0776 -2.0018 -1.8541 0.0 0.0 0.0
C -6.2635 -1.2907 -2.7660 0.0 0.0 0.0
C -5.6571 -0.0685 -2.0970 0.0 0.0 0.0
H -6.5087 -0.7622 0.4934 0.0 0.0 0.0
H -5.0466 -1.7333 0.8011 0.0 0.0 0.0
H -6.9922 -3.0864 -0.1486 0.0 0.0 0.0
H -5.5120 -3.1507 -1.1359 0.0 0.0 0.0
H -6.9015 -0.9903 -3.5958 0.0 0.0 0.0
H -5.4641 -1.9408 -3.1445 0.0 0.0 0.0
H -6.4432 0.6388 -1.8195 0.0 0.0 0.0
H -4.9501 0.4294 -2.7574 0.0 0.0 0.0
C -0.8043 -0.5047 -5.2515 0.0 0.0 0.0
Sb -0.6516 0.9855 -3.7149 0.1 -0.1 0.0
C -2.7039 1.5590 -4.0213 0.0 0.0 0.0
C 0.3033 2.4268 -4.9917 0.0 0.0 0.0
H -1.2999 -0.0716 -6.1204 0.0 0.0 0.0
H -1.3882 -1.3428 -4.8747 0.0 0.0 0.0
H 0.1714 -0.8753 -5.5587 0.0 0.0 0.0
H -2.7956 2.1951 -4.9016 0.0 0.0 0.0
H -3.1342 2.0621 -3.1577 0.0 0.0 0.0
H -3.2523 0.6341 -4.2046 0.0 0.0 0.0
H -0.3556 2.7171 -5.8097 0.0 0.0 0.0
H 1.1985 1.9614 -5.4064 0.0 0.0 0.0
H 0.6108 3.3119 -4.4373 0.0 0.0 0.0
```
Positions in Å, forces in eV/Å.